# 1
A structure of composition C43H56ClN10O5RuSSe in a non-equilibrium geometry, computed with the ωB97M-V functional and the def2-TZVPD basis.

Structure (XYZ):
```
118
Properties=species:S:1:pos:R:3:forces:R:3
Ru 1.11031 -0.12917 0.72063 0.99 -0.06 0.13
C 8.00850 -0.41032 -1.63606 0.00 -0.01 0.00
C 6.51155 -0.38402 -1.61647 0.01 0.00 -0.01
C 5.77303 -0.40399 -2.79675 0.00 0.01 0.00
C 4.38951 -0.38065 -2.80332 0.02 0.00 0.00
C 3.65829 -0.40916 -4.11551 -0.01 -0.01 0.00
C 3.71484 -0.33046 -1.55730 0.03 -0.06 -0.01
Se 1.84877 -0.33932 -1.60798 -0.36 0.06 0.23
C 4.45057 -0.31328 -0.34980 -0.03 0.04 -0.02
C 3.77667 -0.34089 0.99053 -0.21 -0.12 -0.19
C 5.82595 -0.33520 -0.39968 -0.02 0.02 0.01
H 8.39625 -0.51483 -2.64672 0.00 0.00 0.00
H 8.38641 -1.23610 -1.03082 -0.01 0.00 0.00
H 8.41127 0.50941 -1.20784 0.00 0.00 0.00
H 6.29811 -0.43638 -3.74360 0.00 -0.01 0.00
H 4.36700 -0.42967 -4.93993 -0.01 0.00 0.00
H 3.02064 0.46709 -4.24008 0.00 0.00 0.00
H 3.01906 -1.28977 -4.19624 0.00 0.00 0.00
H 2.94015 0.40022 1.01262 -0.05 0.22 0.07
H 4.43589 0.00213 1.78696 0.00 0.00 -0.01
H 3.46330 -1.35391 1.22184 0.02 -0.02 -0.01
H 6.39235 -0.32641 0.52472 -0.01 0.00 0.00
N 0.88292 0.11416 2.93153 -0.49 -0.01 -0.27
H 1.67649 0.63483 3.29499 0.02 -0.02 0.03
H 0.79760 -0.73184 3.48745 0.05 -0.02 -0.05
H 0.05817 0.66272 3.15898 0.00 -0.02 0.04
C -3.54779 3.68474 -0.99332 0.00 -0.01 0.00
C -4.44346 3.03632 0.07257 0.06 -0.05 0.02
C -5.57284 4.01327 0.42110 -0.03 0.02 -0.02
C -3.58945 2.84980 1.33787 -0.04 0.03 0.03
C -5.07576 1.71738 -0.48796 0.03 0.00 -0.01
O -5.72574 2.00426 -1.73527 0.07 0.12 -0.01
C -6.15908 1.05293 0.38817 0.01 -0.01 -0.02
C -5.92925 0.72134 1.86672 -0.03 0.01 -0.01
C -6.90257 -0.31423 2.38249 -0.01 -0.01 0.02
C -6.44960 -1.34013 3.20477 0.01 0.00 -0.03
C -7.31556 -2.29591 3.71275 -0.02 0.01 0.00
C -8.66063 -2.22653 3.39082 0.02 0.01 -0.01
Cl -9.75188 -3.41839 4.01093 -0.02 -0.01 0.01
C -9.14078 -1.21372 2.57577 0.01 -0.01 0.01
C -8.26031 -0.26595 2.07880 0.00 0.02 0.01
C -4.05197 0.70736 -1.06805 -0.08 0.03 0.02
N -2.92722 0.25248 -0.25678 0.08 -0.05 -0.05
C -1.64352 0.46498 -0.51771 0.08 0.11 -0.06
N -0.90157 -0.15584 0.39058 -0.08 -0.07 0.26
C -1.82263 -0.75818 1.19895 -0.07 -0.01 -0.12
N -3.05467 -0.53615 0.82295 -0.05 -0.01 0.03
H -3.28110 4.69596 -0.67991 0.01 0.00 0.01
H -4.04663 3.74875 -1.95872 -0.02 0.01 0.00
H -2.60993 3.13447 -1.12467 0.00 -0.01 0.00
H -5.14705 4.96093 0.75333 0.00 0.00 0.01
H -6.20438 3.63733 1.22677 0.01 0.00 0.00
H -6.20555 4.23994 -0.43879 0.01 0.01 0.00
H -3.28118 3.83833 1.68785 0.01 0.00 -0.01
H -2.67703 2.28536 1.14615 0.03 -0.05 -0.01
H -4.12719 2.37417 2.15325 0.02 0.03 -0.02
H -6.53308 2.50140 -1.56668 -0.04 -0.07 0.01
H -6.44396 0.13743 -0.13631 0.01 0.00 0.00
H -7.03361 1.70607 0.32029 -0.01 -0.02 0.00
H -6.02937 1.62771 2.47143 0.00 0.00 -0.02
H -4.92455 0.33917 2.02590 0.04 -0.01 0.01
H -5.39553 -1.39702 3.45304 0.00 0.00 0.00
H -6.95685 -3.08956 4.35333 0.00 0.00 -0.01
H -10.19431 -1.16925 2.33751 0.00 0.00 0.00
H -8.65290 0.52212 1.44779 0.00 0.00 0.00
H -3.60401 1.17742 -1.94105 -0.03 -0.01 -0.03
H -4.59624 -0.17104 -1.41020 -0.01 -0.01 0.06
H -1.28113 1.05104 -1.34579 0.00 0.02 0.02
H -1.56710 -1.38400 2.03744 0.00 0.01 0.01
N 1.53550 9.04703 -4.75007 0.00 -0.01 0.00
C 1.41467 8.19100 -3.99504 0.01 0.04 -0.02
C 1.26074 7.11859 -3.05067 -0.01 -0.03 0.02
C 1.40953 7.36598 -1.68805 0.00 -0.01 -0.01
C 1.26396 6.33195 -0.78016 0.01 -0.01 0.00
C 0.95769 5.06249 -1.24495 0.01 0.03 -0.02
C 0.80006 4.80504 -2.59827 -0.01 0.00 0.00
C 0.96015 5.83707 -3.50568 0.00 0.01 0.00
N 0.79766 3.99388 -0.30545 0.00 -0.01 0.02
C 0.12238 4.04969 0.88752 0.00 -0.01 0.02
C 0.22487 2.81223 1.43596 0.04 -0.01 0.03
N 0.96016 1.99317 0.60186 -0.10 0.01 -0.19
C 1.28190 2.74641 -0.43802 0.17 0.02 0.05
H 1.65152 8.36245 -1.34626 -0.01 0.00 0.00
H 1.40667 6.51074 0.27733 0.00 0.00 0.00
H 0.53553 3.81381 -2.94341 -0.01 0.00 0.01
H 0.83865 5.65878 -4.56487 0.00 0.00 0.00
H -0.38282 4.93874 1.22081 0.00 0.00 0.00
H -0.19753 2.48489 2.36781 -0.04 0.00 -0.02
H 1.89239 2.44689 -1.27288 -0.02 -0.01 -0.01
C 6.50603 -5.37210 -1.69156 0.00 -0.01 -0.01
C 6.10938 -6.03390 -0.38189 -0.08 0.05 -0.09
S 4.82705 -5.13850 0.49221 -0.13 0.16 0.25
O 5.12450 -5.18378 1.90517 -0.14 0.00 0.00
O 4.62083 -3.83964 -0.11963 -0.07 0.02 0.06
C 3.31172 -6.06965 0.22925 -0.05 0.18 -0.02
C 2.20479 -5.69613 1.22824 0.25 0.15 -0.20
N 1.53705 -4.43351 0.85070 -0.14 0.06 0.27
C 1.68257 -3.22367 1.44585 0.09 -0.17 -0.19
N 1.02381 -2.28220 0.76425 0.02 -0.02 0.11
C 0.37874 -2.91801 -0.26186 -0.09 0.00 -0.03
C 0.67822 -4.23418 -0.20812 0.18 0.05 -0.04
N 0.22331 -5.25087 -1.11652 0.00 0.00 -0.09
O 0.73380 -6.35226 -1.03058 -0.19 -0.03 -0.06
O -0.62517 -4.91271 -1.90914 0.03 -0.02 0.03
C 2.41280 -3.00588 2.72304 -0.09 -0.12 0.02
H 7.28901 -5.96428 -2.16288 0.00 0.01 0.00
H 6.88449 -4.36598 -1.52125 -0.01 -0.01 0.00
H 5.66447 -5.30852 -2.38008 0.00 -0.01 0.00
H 6.92743 -6.08029 0.33729 0.00 0.02 -0.01
H 5.73690 -7.04770 -0.53186 0.02 -0.02 0.04
H 3.53974 -7.13235 0.29604 -0.02 0.00 0.13
H 2.99004 -5.84469 -0.78616 0.09 -0.15 0.00
H 2.60027 -5.57111 2.23294 0.08 0.00 0.01
H 1.46329 -6.48801 1.23544 -0.02 0.03 0.04
H -0.25250 -2.41785 -0.97356 0.00 0.00 0.00
H 3.46801 -3.24031 2.64133 0.27 -0.10 -0.08
H 2.00083 -3.63664 3.51266 -0.03 0.00 -0.01
H 2.31026 -1.96782 3.02285 0.07 -0.05 -0.03
```
Forces are in eV/Å.

Computed properties:
Charge: +2
2S+1: 2
<S²>: 0.767
E_tot, Ha: -5950.10110
Gap between HOMO and LUMO (alpha / beta), eV: 6.8 / 4.5
LUMO (alpha / beta), eV: -5.1 / -7.5
Max |F|, eV Å⁻¹: 1.01

# 2
A cluster of 12 separate species, C32H56B2N11O8 in total in a non-equilibrium geometry, computed with the ωB97M-V functional and the def2-TZVPD basis.

Structure (XYZ):
```
109
Properties=species:S:1:pos:R:3:forces:R:3
C 4.08875 -0.93286 1.94710 -0.46 0.75 0.15
C 3.81630 0.42719 2.61426 0.67 -1.48 -1.01
O 4.47489 1.42313 1.86064 -0.21 0.68 1.06
C 3.72423 2.62688 1.77177 1.02 -0.49 -2.06
C 2.98853 2.62780 0.37314 0.01 0.09 1.79
O 3.61321 1.68705 -0.44680 -0.19 0.15 -0.33
C 2.73119 0.95461 -1.25084 0.33 -1.13 -0.31
C 1.81767 -0.05384 -0.54444 -0.38 1.63 0.40
O 0.49737 0.25868 -0.90719 -0.36 -0.43 -0.33
C -0.42571 -0.69252 -0.36448 -0.10 0.83 -0.88
C -1.10271 -0.32661 0.95841 0.40 0.41 0.65
C -0.37285 -1.07127 2.10224 -0.50 -0.79 -0.68
O -1.05467 1.01698 1.35654 0.13 1.12 -1.01
B -2.25093 1.25602 2.19238 0.45 0.55 1.67
O -1.80893 1.53433 3.58162 0.95 -0.66 -0.66
O -3.01824 -0.01166 2.14438 -0.70 -0.11 0.42
C -2.63584 -0.53339 0.91741 0.97 -1.02 -0.72
B -3.40611 0.25930 -0.20721 0.41 0.31 -0.08
O -2.80064 1.24746 -0.98037 -0.36 -0.42 -0.88
O -4.72214 -0.00096 -0.52519 0.25 -1.17 0.78
H 3.16778 -1.49211 1.89458 0.10 -0.26 0.13
H 4.42398 -0.75500 0.93707 0.16 0.05 -0.41
H 4.84028 -1.49286 2.47088 0.36 -0.37 0.23
H 2.75195 0.58258 2.60622 -0.53 0.32 0.27
H 4.21319 0.36178 3.61588 -0.11 0.47 0.62
H 3.03264 2.72022 2.58360 -0.30 0.32 0.50
H 4.46278 3.42140 1.73301 -0.09 0.32 0.42
H 3.04109 3.62944 -0.03222 0.12 0.40 -0.39
H 1.94434 2.41759 0.57432 -0.43 -0.42 -0.30
H 3.36416 0.35922 -1.89380 0.47 0.00 -0.36
H 2.14406 1.57880 -1.91005 -0.45 0.41 -0.05
H 1.86100 0.07306 0.52515 0.55 -0.06 0.66
H 2.08612 -1.07620 -0.77297 0.04 -0.47 -0.24
H -1.13612 -0.84970 -1.16664 -0.54 0.08 -0.15
H 0.10565 -1.62579 -0.26127 0.10 -0.55 0.22
H -1.00005 -1.88686 2.43227 -0.10 -0.36 0.49
H 0.55706 -1.50421 1.77012 0.22 -0.14 -0.19
H -0.12754 -0.40656 2.90466 -0.33 0.39 0.52
H -2.94371 2.23158 1.88599 -0.16 0.08 -0.71
H -2.49011 2.01356 4.00945 -0.90 0.64 0.61
H -2.80726 -1.59988 0.74684 -0.48 -0.44 0.64
H -2.75322 2.04114 -0.45907 0.53 0.81 0.61
H -4.77762 0.20647 -1.44489 -0.52 0.73 -0.96
C 1.33118 -4.88000 -0.38822 -0.29 -0.29 -0.20
C 1.71899 -3.94175 0.64923 -0.26 -0.57 -0.66
N 2.02261 -3.19396 1.45474 0.20 0.06 0.57
H 1.82607 -5.83819 -0.26245 0.13 0.02 0.10
H 0.25710 -5.05756 -0.37576 -0.09 0.16 0.16
H 1.59144 -4.50355 -1.37440 0.08 0.14 0.01
C -6.75663 -1.92229 -3.44406 -0.09 0.05 -0.06
C -5.46978 -2.59231 -3.55066 -0.74 0.45 -0.01
N -4.45645 -3.10963 -3.63323 0.79 -0.47 -0.04
H -7.09882 -1.88478 -2.41718 0.13 -0.06 0.14
H -6.69617 -0.89859 -3.80829 0.16 0.03 -0.01
H -7.51781 -2.43742 -4.02619 0.06 -0.13 -0.04
C -4.80103 -4.55933 0.29328 -0.52 0.00 -0.18
C -3.42178 -4.57335 0.74135 -0.74 0.17 -0.25
N -2.33684 -4.53914 1.09227 0.90 -0.19 0.24
H -5.47674 -4.31053 1.10855 0.12 0.05 0.14
H -4.94639 -3.82058 -0.49289 0.18 0.09 -0.01
H -5.10123 -5.52723 -0.10264 0.15 -0.09 0.01
C 6.75715 1.69247 -0.22691 -0.14 0.40 0.10
C 7.85496 0.75038 -0.36783 -0.61 0.55 0.11
N 8.71806 0.01070 -0.47862 0.64 -0.54 -0.09
H 6.23466 1.57984 0.72462 0.04 -0.26 -0.08
H 7.11301 2.72176 -0.27751 0.19 -0.03 -0.10
H 6.01950 1.56758 -1.01465 -0.03 -0.13 -0.01
C 6.99720 5.30934 2.34142 0.23 -0.11 0.38
C 6.14187 5.62091 1.21067 0.43 -0.18 0.63
N 5.46530 5.85988 0.32443 -0.51 0.19 -0.77
H 6.40900 5.18091 3.24807 -0.17 0.02 -0.06
H 7.55283 4.38915 2.17125 -0.05 -0.05 -0.12
H 7.71715 6.10527 2.51955 -0.03 0.10 -0.10
C 3.82546 -5.33211 -3.87560 0.07 0.27 -0.30
C 3.52852 -6.23650 -2.77758 0.23 0.51 -0.68
N 3.29578 -6.94071 -1.91201 -0.15 -0.64 0.64
H 2.98182 -5.25421 -4.55793 -0.10 -0.08 0.06
H 4.05079 -4.33259 -3.50936 -0.01 -0.01 0.14
H 4.68420 -5.67802 -4.44615 0.05 -0.12 0.07
C -1.11288 2.28080 -3.75714 0.15 -0.18 0.39
C -1.89341 2.76254 -4.88484 0.48 -0.26 0.66
N -2.50561 3.14085 -5.77078 -0.48 0.29 -0.69
H -1.75208 1.97283 -2.92905 -0.11 -0.02 0.00
H -0.50313 1.42369 -4.03419 -0.03 -0.04 -0.12
H -0.44112 3.05069 -3.38350 -0.03 0.13 -0.10
C 0.40093 5.61382 2.51275 -0.55 -0.04 -0.09
C 1.79975 5.63490 2.88091 -0.75 0.00 -0.25
N 2.90669 5.64943 3.15042 1.11 0.04 0.30
H -0.21737 6.02659 3.30538 0.03 0.01 0.11
H 0.22313 6.20002 1.61209 0.10 0.06 0.23
H 0.05873 4.59733 2.32515 0.02 -0.14 0.03
C 0.02414 5.37780 -0.92461 0.33 0.06 -0.27
C -1.24086 5.01485 -0.30766 0.77 0.14 -0.40
N -2.22718 4.72937 0.18849 -0.84 -0.12 0.32
H 0.74723 5.70064 -0.17776 -0.02 -0.08 -0.06
H 0.45534 4.53238 -1.45684 -0.06 -0.12 0.06
H -0.10491 6.19068 -1.63640 -0.13 0.03 0.00
C -1.88928 -6.76156 3.80021 0.37 0.18 -0.21
C -3.10933 -7.19485 4.46039 0.73 0.26 -0.39
N -4.06812 -7.53489 4.97669 -0.76 -0.29 0.39
H -1.14934 -6.41916 4.52023 -0.08 0.00 0.15
H -1.44057 -7.57213 3.23003 -0.11 -0.13 0.02
H -2.07772 -5.94080 3.10990 -0.13 0.02 0.02
C -10.00349 0.51451 -3.80820 -0.12 0.23 -0.31
C -9.49295 -0.31310 -2.72818 -0.40 0.55 -0.57
N -9.09251 -0.95859 -1.87821 0.10 -0.47 0.70
H -10.49387 -0.09075 -4.56753 0.01 -0.13 0.05
H -10.72830 1.23606 -3.43868 0.00 -0.02 0.14
H -9.20073 1.06812 -4.29091 0.11 -0.03 0.08
```
Forces are in eV/Å.

Computed properties:
Charge: -1
2S+1: 1
E_tot, Ha: -2506.91816
Gap between HOMO and LUMO, eV: 6.5
LUMO, eV: 1.7
Max |F|, eV Å⁻¹: 2.35